(1)
The following is a quantum chemistry calculation of a 2-piece molecular cluster, C30H50Cl4FIN5O3S overall, from the Open Molecules 2025 dataset.

Each line ends with the Löwdin charge.
Cartesian coordinates (Å):
I: -4.05 3.09 1.56  0.96
Cl: -3.09 5.90 -2.03  0.53
Cl: -5.52 6.55 -0.61  0.52
Cl: -5.48 6.57 -3.50  0.55
Cl: -5.33 4.06 -2.08  0.49
S: 4.65 1.55 -3.44  0.94
F: -0.58 0.25 6.77  0.13
O: -2.50 1.63 5.29  0.19
O: 4.29 -0.59 -1.79  0.01
O: 1.08 1.60 7.08  0.21
N: 2.47 -1.58 -2.62  0.01
N: -0.23 2.26 5.37  0.20
N: -1.00 1.03 2.41  0.15
N: 2.71 -0.49 -3.43  0.06
N: 0.36 3.10 2.02  0.08
C: 1.31 -5.16 2.31  -0.21
C: 0.93 -3.75 1.68  -0.25
C: -2.00 3.16 2.23  -0.57
C: -1.99 -5.40 -1.39  -0.21
C: -0.87 3.88 -0.16  -0.12
C: 0.58 4.45 -0.41  -0.22
C: -1.49 1.91 4.73  -0.35
C: 3.40 -1.65 -1.68  -0.14
C: -0.83 -6.60 0.64  -0.20
C: -1.09 1.40 0.96  -0.20
C: 3.92 4.22 -3.60  -0.26
C: -4.86 5.77 -2.06  -2.03
C: -2.59 -4.12 -0.65  -0.20
C: 0.12 1.37 6.46  -0.47
C: 1.69 -6.24 1.22  -0.20
C: -1.48 1.98 3.17  -0.08
C: 1.48 -2.61 2.64  -0.13
C: -0.84 2.97 1.14  -0.43
C: -1.24 -1.34 -0.70  -0.20
C: 0.60 -6.31 0.05  -0.21
C: -0.51 -0.01 -1.14  -0.17
C: -1.98 -6.65 -0.44  -0.21
C: 3.79 0.06 -2.89  -0.64
C: 2.32 5.50 -1.92  -0.20
C: 3.60 2.93 -2.77  -0.46
C: -2.94 -3.06 -1.76  -0.20
C: 0.07 0.67 0.16  -0.12
C: 0.77 5.12 -1.82  -0.18
C: 2.88 5.38 -3.39  -0.19
C: -2.65 -1.57 -1.36  -0.20
H: 2.41 6.56 -1.57  0.12
H: 0.51 4.07 2.29  0.11
H: -1.15 0.71 -1.70  0.11
H: 2.00 5.18 -4.06  0.11
H: 1.40 -3.69 0.67  0.09
H: 0.59 4.31 -2.58  0.11
H: 1.42 -1.59 2.16  0.03
H: 1.33 3.61 -0.35  0.09
H: 0.88 -7.14 -0.64  0.12
H: 0.48 2.07 4.64  0.14
H: -0.79 -7.63 1.10  0.12
H: -2.09 1.14 0.52  0.13
H: 0.51 -5.53 3.00  0.11
H: 2.54 -2.78 2.93  0.07
H: -1.78 -3.79 0.05  0.07
H: 2.53 2.59 -2.90  0.09
H: 1.74 -7.25 1.71  0.11
H: -3.47 -4.40 -0.01  0.12
H: -0.97 -5.09 -1.73  0.10
H: -1.87 -7.57 -1.06  0.11
H: 3.46 -2.42 -0.90  0.14
H: 0.11 6.01 -1.93  0.11
H: -1.93 4.16 2.71  0.10
H: -2.99 -6.69 0.05  0.11
H: 4.94 4.59 -3.33  0.12
H: 0.82 5.18 0.41  0.12
H: -4.05 -3.15 -1.94  0.12
H: 2.22 -4.99 2.95  0.10
H: -0.53 -2.20 -0.85  0.11
H: -1.14 -5.85 1.41  0.10
H: -2.66 -0.98 -2.32  0.11
H: 3.93 3.96 -4.68  0.11
H: -2.44 -3.30 -2.73  0.11
H: 3.88 3.02 -1.69  0.07
H: 0.46 -0.14 0.83  0.09
H: 2.66 -5.98 0.73  0.11
H: -1.62 4.69 0.02  0.07
H: 3.29 6.37 -3.70  0.11
H: 1.18 2.68 1.59  0.09
H: -1.40 -1.27 0.42  0.10
H: -0.19 -3.61 1.64  0.09
H: -2.63 -5.54 -2.31  0.11
H: -1.12 3.26 -1.06  0.13
H: -3.48 -1.12 -0.74  0.11
H: -0.57 0.16 2.75  0.18
H: 2.92 4.90 -1.18  0.10
H: 0.86 -2.59 3.58  0.08
H: 0.84 1.44 -0.10  0.10
H: 0.69 -5.35 -0.50  0.08
H: 0.38 -0.28 -1.78  0.09

E_LUMO: -4.509 eV
Total charge: +1

=====

(2)
The following is a quantum chemistry calculation of C30H50HgO16S6 as an isolated structure, from the Open Molecules 2025 dataset.

Each line ends with the Löwdin charge.
Cartesian coordinates (Å):
Hg: 0.14 0.10 -0.26  1.22
S: 3.79 0.02 -0.72  0.69
S: 0.45 2.46 3.29  0.70
S: -2.85 -1.28 1.45  0.72
S: -1.98 3.28 0.15  0.72
S: 0.08 -3.43 -1.48  0.73
S: 1.08 -1.83 2.78  0.74
O: 4.42 0.14 0.57  -0.30
O: -0.17 -4.37 -0.40  -0.32
O: -2.64 -2.40 2.37  -0.31
O: -1.81 -1.00 0.48  -0.38
O: -1.13 0.02 -2.15  -0.14
O: 0.40 -1.29 3.95  -0.31
O: -1.36 1.97 0.17  -0.40
O: 1.00 -1.20 1.48  -0.39
O: -2.55 3.83 1.37  -0.33
O: 0.42 -2.05 -1.21  -0.39
O: 2.38 -0.22 -0.84  -0.39
O: 0.40 1.40 2.29  -0.37
O: 0.98 3.71 2.84  -0.32
O: 0.61 3.75 -5.76  0.03
O: 0.82 1.92 -1.51  -0.14
O: -1.17 1.63 -6.46  0.00
C: -0.69 0.82 -3.03  -0.34
C: 1.77 -4.33 2.31  -0.21
C: -5.40 -0.59 1.36  -0.21
C: -3.26 3.15 -1.13  -0.21
C: 0.42 1.88 -2.70  -0.35
C: -1.41 -3.49 -2.53  -0.19
C: -1.15 2.65 4.23  -0.19
C: 0.55 -3.53 2.69  -0.24
C: -1.04 4.57 -0.70  -0.20
C: -1.13 1.40 5.13  -0.21
C: 2.92 -3.81 3.22  -0.20
C: -3.19 4.42 -2.00  -0.18
C: -1.12 -4.46 -3.68  -0.20
C: 1.25 -4.17 -2.68  -0.19
C: 4.76 -1.16 -1.77  -0.19
C: -4.67 0.63 1.97  -0.18
C: -4.40 -1.45 0.57  -0.21
C: 2.87 -2.27 3.11  -0.18
C: -1.68 4.79 -2.03  -0.20
C: 1.34 1.77 4.75  -0.20
C: -3.28 0.22 2.40  -0.19
C: 5.72 1.14 -2.09  -0.21
C: -1.20 0.89 -4.36  -0.01
C: 0.85 2.76 -3.71  -0.02
C: -0.80 1.85 -5.27  -0.38
C: 0.41 -4.60 -3.85  -0.22
C: 0.20 2.90 -4.95  -0.41
C: 0.26 1.44 5.77  -0.22
C: 5.88 -0.35 -2.47  -0.19
C: 4.25 1.39 -1.73  -0.23
H: -3.37 -0.14 3.42  0.11
H: -1.16 4.27 -2.83  0.10
H: 1.93 2.62 5.08  0.10
H: -4.12 -0.93 -0.36  0.11
H: -1.60 -4.12 -4.59  0.11
H: 0.67 -4.09 -4.78  0.12
H: -1.79 0.01 -4.59  0.10
H: 1.58 -5.39 2.48  0.12
H: -3.79 5.21 -1.55  0.11
H: -1.18 5.42 -0.02  0.11
H: 3.55 -2.09 2.27  0.09
H: -1.97 1.51 5.82  0.12
H: 0.50 0.45 6.15  0.11
H: 2.80 -4.04 4.28  0.11
H: -4.73 -2.44 0.27  0.11
H: 5.07 -2.01 -1.17  0.10
H: -6.30 -0.33 0.80  0.12
H: 0.18 -3.81 3.68  0.12
H: 0.02 4.34 -0.64  0.11
H: 3.73 1.34 -2.71  0.12
H: -4.71 1.28 1.10  0.11
H: 1.96 -3.40 -2.99  0.10
H: -1.35 0.56 4.48  0.08
H: 0.28 2.14 6.60  0.12
H: -3.52 4.26 -3.02  0.12
H: 5.80 -0.59 -3.53  0.11
H: -1.90 2.80 3.46  0.07
H: 6.37 1.36 -1.24  0.11
H: 3.90 -4.21 2.97  0.11
H: -0.38 -3.58 2.12  0.09
H: 1.46 3.59 -3.37  0.11
H: 3.23 -1.66 3.94  0.10
H: 1.78 -4.87 -2.02  0.10
H: 2.05 0.99 4.50  0.09
H: -1.01 3.53 4.85  0.11
H: 0.60 -5.64 -4.15  0.11
H: 3.99 -1.50 -2.47  0.09
H: -2.39 -3.54 -2.06  0.11
H: 2.03 -4.24 1.26  0.10
H: 6.00 1.83 -2.88  0.12
H: -4.26 2.95 -0.75  0.10
H: -1.36 -2.49 -2.99  0.09
H: 6.88 -0.68 -2.16  0.11
H: -1.53 -5.45 -3.47  0.11
H: -2.50 0.94 2.19  0.07
H: -5.17 0.95 2.88  0.12
H: -3.02 2.34 -1.82  0.10
H: -1.56 5.86 -2.25  0.12
H: 3.80 2.37 -1.52  0.12
H: -5.82 -1.31 2.08  0.11

ΔE to the lowest compared entry with this formula, charge and spin: 66.9 kcal per mole
E_LUMO: 0.038 eV

=====

(3)
The following is a quantum chemistry calculation of a 8-piece molecular cluster, C30H50N2O18 overall, from the Open Molecules 2025 dataset.

Each line ends with the Löwdin charge.
Cartesian coordinates (Å):
O: -8.74 -10.03 -18.11  -0.03
O: -9.03 -9.55 -11.89  -0.05
O: -11.44 -5.83 -10.31  0.09
O: -16.29 -9.60 -12.46  0.12
O: -8.17 -12.06 -17.54  0.03
O: -14.29 -9.71 -11.31  0.04
O: -10.34 -5.51 -16.28  0.09
O: -14.69 -2.18 -16.00  0.10
O: -9.03 -8.68 -14.05  -0.02
O: -10.78 -4.78 -14.23  0.15
O: -8.22 -10.95 -13.75  -0.04
O: -9.81 -3.61 -15.74  0.07
O: -15.28 -11.67 -12.03  0.10
O: -6.35 -10.75 -18.25  -0.07
O: -15.15 -0.01 -16.34  0.17
O: -13.21 -0.82 -16.93  0.09
O: -12.33 -4.99 -8.44  0.10
O: -10.75 -6.64 -8.44  0.10
N: -13.21 -5.61 -13.12  0.19
N: -12.03 -8.33 -17.95  0.15
C: -10.13 -7.40 -9.46  -0.09
C: -8.64 -10.55 -10.98  -0.07
C: -13.86 -5.88 -12.22  -0.14
C: -12.24 -8.15 -16.81  -0.20
C: -13.86 -4.35 -16.49  -0.03
C: -8.98 -8.81 -15.44  -0.05
C: -9.84 -4.97 -17.48  -0.31
C: -15.38 -10.31 -12.00  -0.42
C: -8.40 -8.69 -18.55  -0.04
C: -12.66 -7.96 -15.36  -0.14
C: -13.62 -2.97 -15.99  -0.37
C: -10.76 -6.97 -10.78  -0.32
C: -14.40 -0.92 -16.42  -0.58
C: -12.67 -10.71 -9.77  -0.01
C: -9.83 -6.64 -11.90  -0.01
C: -9.23 -3.68 -17.07  -0.06
C: -13.06 -9.30 -14.64  -0.22
C: -10.45 -4.64 -15.35  -0.71
C: -12.68 -2.12 -16.95  -0.08
C: -14.29 -12.04 -11.22  -0.18
C: -14.61 -6.32 -11.00  -0.17
C: -15.98 -5.70 -10.80  -0.24
C: -10.88 -5.00 -18.63  0.02
C: -8.80 -9.77 -13.25  -0.32
C: -11.97 -10.30 -14.44  -0.10
C: -7.72 -10.93 -17.94  -0.43
C: -7.34 -12.96 -16.88  -0.04
C: -11.55 -5.77 -9.02  -0.59
C: -17.12 -6.33 -11.64  -0.08
C: -13.36 -10.82 -11.08  -0.33
H: -9.72 -5.59 -12.00  0.08
H: -11.42 -4.09 -18.67  0.05
H: -14.66 -12.55 -10.29  0.15
H: -13.68 -12.86 -11.60  0.14
H: -8.07 -3.66 -16.98  0.17
H: -11.51 -10.75 -15.41  0.13
H: -10.30 -6.98 -12.88  0.09
H: -9.26 -9.77 -15.76  0.08
H: -8.83 -7.03 -11.80  0.08
H: -8.02 -8.74 -15.82  0.09
H: -16.97 -6.31 -12.68  0.06
H: -12.60 -10.92 -11.81  0.10
H: -7.48 -8.40 -17.98  0.11
H: -13.13 -2.94 -14.99  0.17
H: -12.97 -4.98 -16.51  0.05
H: -13.31 -8.94 -13.68  0.08
H: -9.04 -7.02 -9.57  0.17
H: -9.15 -7.96 -18.29  0.05
H: -7.23 -12.82 -15.84  0.07
H: -8.42 -10.09 -10.05  0.07
H: -14.00 -6.04 -10.16  0.09
H: -13.70 -9.88 -15.23  0.11
H: -9.52 -11.19 -10.90  0.10
H: -18.02 -5.82 -11.35  0.06
H: -12.31 -11.17 -13.87  0.07
H: -14.41 -4.97 -15.62  0.12
H: -12.69 -2.39 -18.03  0.13
H: -9.57 -2.77 -17.57  0.13
H: -11.45 -5.87 -18.55  0.03
H: -16.26 -5.76 -9.75  0.10
H: -17.23 -7.38 -11.42  0.05
H: -14.34 -4.56 -17.45  0.10
H: -6.33 -13.02 -17.31  0.10
H: -11.56 -7.60 -11.02  0.12
H: -8.82 -5.47 -17.64  0.16
H: -11.85 -7.50 -14.81  0.08
H: -10.20 -8.48 -9.21  0.12
H: -15.94 -4.58 -10.86  0.12
H: -13.31 -10.56 -8.92  0.09
H: -11.91 -9.86 -9.97  0.09
H: -14.80 -7.37 -10.79  0.10
H: -8.40 -8.47 -19.61  0.10
H: -11.64 -2.05 -16.52  0.14
H: -13.62 -7.35 -15.51  0.13
H: -11.98 -11.58 -9.77  0.10
H: -9.46 -8.06 -15.92  0.05
H: -10.34 -5.05 -19.63  0.12
H: -7.78 -14.00 -16.98  0.12
H: -7.63 -11.09 -11.03  0.13
H: -11.22 -9.90 -13.81  0.03

ΔE to the lowest compared entry with this formula, charge and spin: 66.2 kcal per mole
E_LUMO: 0.041 eV

=====

Number 1: calculated total energy -117246.838 eV, highest occupied orbital energy -11.5 eV, gap between HOMO and LUMO 7.0 eV. Number 2: calculated total energy -133860.931 eV, highest occupied orbital energy -6.3 eV, gap between HOMO and LUMO 6.3 eV. Number 3: calculated total energy -71748.655 eV, highest occupied orbital energy -10.3 eV, gap between HOMO and LUMO 10.3 eV.